(1)
# C27H36N6O4PS2TeTi

A molecular structure, C27H36N6O4PS2TeTi at a distorted geometry (ωB97M-V with the def2-TZVPD basis set, the OMol25 dataset).

The geometry in XYZ format:
```
78
Properties=species:S:1:pos:R:3
Ti 0.12 -0.29 -0.76
C -2.05 2.12 4.06
C -0.56 1.88 4.31
N -0.01 0.73 3.58
C 0.12 -0.55 4.28
C -1.12 -1.43 4.08
C 0.24 0.86 2.28
S 1.02 -0.48 1.45
N -0.03 2.02 1.71
C 0.00 2.31 0.43
O -0.18 1.37 -0.50
C -0.30 3.70 0.05
C -0.23 4.72 1.00
C -0.59 6.01 0.66
C -1.02 6.29 -0.63
C -1.09 5.28 -1.58
C -0.72 3.99 -1.24
H -2.36 3.01 4.61
H -2.66 1.28 4.40
H -2.23 2.29 3.00
H -0.39 1.69 5.37
H 0.00 2.76 4.02
H 0.26 -0.33 5.33
H 1.00 -1.06 3.91
H -2.00 -0.97 4.53
H -0.96 -2.40 4.56
H -1.31 -1.58 3.02
H 0.11 4.49 2.00
H -0.53 6.80 1.40
H -1.31 7.30 -0.89
H -1.43 5.50 -2.58
H -0.76 3.20 -1.98
C 2.48 -4.90 -1.50
C 1.69 -4.08 -2.45
N 1.65 -4.21 -3.73
N 0.80 -3.22 -4.15
C 0.31 -2.47 -3.16
S -0.76 -1.20 -3.23
N 0.88 -3.03 -2.05
N 0.70 -2.55 -0.76
H 2.93 -5.74 -2.03
H 1.83 -5.29 -0.70
H 3.27 -4.31 -1.04
H 0.59 -3.13 -5.13
H 0.01 -3.10 -0.25
H 1.59 -2.57 -0.26
C -1.67 -0.96 -0.21
C -2.88 -0.82 -0.15
C -4.30 -0.66 -0.11
C -5.10 -1.37 0.78
C -6.47 -1.18 0.78
C -7.05 -0.27 -0.10
C -6.26 0.44 -0.99
C -4.89 0.25 -1.00
H -4.65 -2.08 1.47
H -7.09 -1.73 1.47
H -8.12 -0.12 -0.09
H -6.71 1.14 -1.68
H -4.25 0.79 -1.69
C 4.55 -2.16 1.23
C 4.64 -1.16 0.11
O 3.39 -1.13 -0.63
P 2.93 0.23 -1.39
O 1.57 -0.24 -1.94
Te 3.11 2.28 -0.22
O 3.96 0.36 -2.59
C 4.00 -0.61 -3.66
C 3.07 -0.22 -4.80
H 5.48 -2.16 1.80
H 4.39 -3.17 0.84
H 3.73 -1.91 1.90
H 5.43 -1.43 -0.59
H 4.84 -0.16 0.50
H 3.75 -1.60 -3.27
H 5.04 -0.62 -3.99
H 2.04 -0.14 -4.45
H 3.12 -0.98 -5.58
H 3.37 0.74 -5.22
```

The value obtained for the HOMO energy is -9.88 eV. The orbital gap comes out at 6.2 eV. The value obtained for the largest force on an atom is 0.0633 hartree/bohr. As for the net charge: +1. The electronic energy is -107079.511 eV.

=====

(2)
# C3H5FS

A molecular structure, C3H5FS at a distorted geometry (ωB97M-V with the def2-TZVPD basis set, the OMol25 dataset).

The geometry in XYZ format:
```
10
Properties=species:S:1:pos:R:3
C -0.87 0.29 -0.50
C 0.48 -0.15 -0.20
C 1.51 0.40 0.40
H -1.62 -1.63 1.22
H -0.93 0.34 -1.60
H -1.21 1.23 -0.06
H 2.40 -0.02 0.66
H 1.74 1.67 0.60
F 0.86 -1.39 -0.33
S -2.37 -0.73 -0.20
```

The value obtained for the HOMO energy is -9.29 eV. The orbital gap comes out at 9.0 eV. The energy above the lowest of the compared OMol25 structures with the same formula, charge and spin comes out at 338.09 kJ/mol. The value obtained for the largest force on an atom is 0.1725 hartree/bohr. The electronic energy is -16740.669 eV.